Entry 1:
Here is a molecular structure, C43H49AsF5NO6P2TeTi at a distorted geometry from the OMol25 dataset. Energies are from wB97M-V/def2-TZVPD.

Computed properties:
Relative energy (zero: lowest compared OMol25 entry of this formula, charge and spin) in kcal/mol: 72.0
Electronic energy in eV: -182580.1959
HOMO-LUMO gap (alpha / beta) in eV: 5.912 / 5.655
Largest force on an atom in Eh/bohr: 0.030
Net charge: -2
2S+1: 3

Last column: Mulliken charge in e.
Element x y z (Å)
Te (3.375, 1.490, 2.211)  1.9529
As (2.611, 0.342, -2.212)  1.4509
Ti (-0.316, -0.982, 0.568)  0.4427
P (-0.771, 2.032, -1.931)  0.3921
P (-1.633, 1.280, 1.383)  1.3732
F (4.964, 2.417, 2.589)  -0.4094
F (4.613, -0.081, 2.407)  -0.6055
F (2.663, 3.268, 1.744)  -0.5515
F (2.982, 2.021, 4.125)  -0.5924
F (4.019, 1.541, 0.355)  -0.6273
O (-0.451, -2.422, -3.283)  -0.7121
O (-2.152, -1.898, -0.014)  0.3945
O (1.038, -0.060, 0.842)  -0.0072
O (0.449, -3.072, 0.762)  0.2900
O (-3.552, -3.438, -0.817)  -0.8552
O (0.068, -1.406, -1.358)  0.5190
N (-0.798, -1.599, 2.575)  2.1546
C (-1.540, 3.652, -2.318)  0.2196
C (0.167, -2.013, 3.475)  0.6559
C (-1.315, 1.662, -6.026)  -0.6689
C (-0.796, 4.831, -2.393)  -0.4681
C (0.273, -5.347, 1.134)  -0.9085
C (-2.916, 3.724, -2.544)  -0.4891
C (-3.685, 3.199, 1.000)  -0.7648
C (-1.934, 1.221, 5.976)  -0.6341
C (-0.201, -2.444, -2.093)  -1.0855
C (1.082, -3.694, -0.376)  -0.3565
C (-1.946, 0.436, -6.197)  -0.5357
C (3.923, -0.948, -1.506)  -1.3234
C (-3.367, -1.659, 2.527)  -2.0360
C (0.200, 2.815, -0.261)  -0.3239
C (-3.532, 4.937, -2.815)  -0.6753
C (1.644, -1.808, 3.313)  -1.0539
C (-2.022, -1.929, 3.130)  -0.1166
C (-0.433, -2.612, 4.561)  -1.5549
C (-2.228, -0.348, -5.090)  -0.5386
C (-0.705, 1.136, 5.335)  -0.6682
C (1.456, -5.067, 0.176)  -0.9014
C (-5.318, 1.426, -0.377)  -0.8334
C (-3.028, 1.427, 3.844)  -0.8491
C (-4.085, 1.007, 0.106)  -0.2435
C (-3.094, 1.367, 5.230)  -0.7232
C (-1.289, -4.094, -0.401)  -0.1789
C (-1.001, 2.108, -4.753)  -0.5858
C (-0.088, -3.778, -1.359)  0.1278
C (3.857, 1.717, -2.885)  -1.4943
C (-3.251, 1.892, 0.785)  0.8546
C (-4.914, 3.620, 0.515)  -0.8654
C (-0.577, -4.088, 0.964)  0.0380
C (-1.895, 0.094, -3.816)  -0.3336
C (-0.475, 2.688, 1.094)  -1.1677
C (2.358, -0.509, -3.976)  -1.2967
C (-2.778, 6.100, -2.893)  -0.5281
C (-1.305, 1.336, -3.630)  0.4665
C (-5.729, 2.735, -0.180)  -0.5816
C (-2.444, -3.074, -0.434)  -0.1346
C (-1.406, 6.041, -2.690)  -0.6454
C (-1.800, 1.347, 3.195)  1.0053
C (-1.831, -2.549, 4.344)  -0.8083
C (-0.638, 1.193, 3.954)  -0.6120
H (-1.189, -3.823, 1.821)  0.2746
H (-5.947, 0.723, -0.909)  0.4332
H (3.319, 2.346, -3.598)  0.3393
H (0.329, 1.096, 3.474)  -0.1458
H (1.557, -5.804, -0.622)  0.3662
H (-1.059, 2.269, -6.887)  0.3521
H (-3.374, -0.779, 1.890)  0.2235
H (4.901, -0.474, -1.439)  0.4758
H (3.315, -0.626, -4.491)  0.4382
H (-3.942, 1.526, 3.270)  0.3813
H (-4.084, -1.489, 3.335)  0.4339
H (0.210, 1.016, 5.899)  0.4852
H (-3.769, -0.021, -0.023)  0.2783
H (0.288, 2.584, 1.867)  0.5136
H (-1.723, -5.068, -0.623)  0.4841
H (-0.807, 6.941, -2.757)  0.4022
H (0.605, -5.431, 2.168)  0.3036
H (-3.508, 2.816, -2.504)  0.4559
H (2.185, -2.741, 3.497)  0.3428
H (-6.686, 3.069, -0.564)  0.3335
H (-4.057, 1.422, 5.723)  0.3843
H (0.306, 3.864, -0.521)  0.6451
H (0.275, 4.799, -2.230)  0.4731
H (-2.186, 0.081, -7.192)  0.3396
H (-4.604, 4.969, -2.971)  0.4047
H (-3.736, -2.479, 1.906)  0.1808
H (-2.621, -2.895, 4.996)  0.4900
H (-0.293, -6.242, 0.875)  0.3962
H (0.047, -4.561, -2.104)  0.5870
H (-1.019, 3.610, 1.314)  0.9594
H (3.633, -1.236, -0.497)  0.0992
H (3.977, -1.824, -2.157)  0.4148
H (1.913, -3.076, -0.707)  0.2541
H (-3.257, 7.047, -3.112)  0.3540
H (4.720, 1.272, -3.386)  0.3676
H (-3.061, 3.892, 1.551)  0.3780
H (2.024, -1.073, 4.028)  0.3253
H (1.159, 2.308, -0.298)  -0.2949
H (0.089, -3.007, 5.422)  0.4764
H (2.399, -5.011, 0.718)  0.3507
H (4.191, 2.323, -2.044)  0.3456
H (-1.988, 1.162, 7.057)  0.3358
H (-0.510, 3.068, -4.630)  0.3369
H (1.924, -1.457, 2.326)  -0.3987
H (-5.235, 4.642, 0.678)  0.3872
H (1.690, 0.106, -4.581)  0.2666
H (-2.669, -1.331, -5.204)  0.4010
H (-2.048, -0.572, -2.982)  0.2927
H (1.877, -1.479, -3.854)  0.2845

Entry 2:
Here is a molecular structure, C43H49Cl5N3O2S3Y at a distorted geometry from the OMol25 dataset. Energies are from wB97M-V/def2-TZVPD.

Computed properties:
Relative energy (zero: lowest compared OMol25 entry of this formula, charge and spin) in kcal/mol: 20.2
Electronic energy in eV: -150116.9005
HOMO-LUMO gap in eV: 7.473
Largest force on an atom in Eh/bohr: 0.041

Last column: Mulliken charge in e.
Element x y z (Å)
Y (-0.080, 0.902, -0.795)  -2.1848
Cl (1.627, 1.077, -3.904)  -0.1321
Cl (1.483, 3.153, -6.178)  -0.1980
Cl (-2.146, 5.949, -3.342)  -0.1911
Cl (-1.828, 3.976, -1.011)  -0.1351
Cl (-0.421, 5.612, -5.916)  -0.1980
S (-0.562, -1.678, 1.178)  0.4980
S (2.764, -1.978, 1.748)  0.5198
S (1.499, -2.281, -1.314)  0.3326
O (-4.353, 1.125, -0.398)  -0.7329
O (1.627, 3.671, 1.861)  -0.7328
N (1.482, 1.565, 0.915)  1.5644
N (-1.171, 1.802, 0.900)  1.4573
N (-2.358, 0.018, -0.740)  2.1711
C (0.544, 3.374, -4.754)  -0.4068
C (-3.171, 0.928, -0.153)  0.3400
C (-0.975, -0.745, -3.811)  -0.6955
C (-1.059, 4.627, -3.484)  -0.4485
C (4.474, 0.652, 2.941)  -0.6442
C (3.180, 1.053, 2.634)  0.7740
C (0.997, 2.697, 1.474)  -0.0844
C (-2.494, -0.638, -3.697)  0.1816
C (-3.050, -1.147, -1.219)  -0.5211
C (-0.506, 2.704, 1.620)  0.0884
C (-4.248, -3.213, -0.761)  -0.4811
C (-3.727, -2.010, -0.300)  0.9447
C (-4.146, -3.601, -2.081)  -1.7154
C (2.821, 1.239, 1.273)  -0.7767
C (-0.305, 4.469, -4.643)  0.5864
C (-4.001, -1.701, 1.168)  1.2983
C (3.458, 1.177, -1.179)  3.0839
C (3.494, -3.117, 0.543)  -1.1039
C (-5.492, -1.362, 1.347)  -1.8408
C (-2.987, 0.812, -3.648)  -1.5678
C (-2.546, 3.516, 2.529)  -0.9659
C (0.603, 2.458, -3.709)  0.6622
C (-3.233, 2.614, 1.728)  -0.8609
C (1.519, -3.018, 2.583)  -1.5558
C (-0.108, -3.117, -1.184)  -0.2305
C (3.779, 0.969, 0.282)  0.9737
C (3.636, 2.658, -1.532)  -1.5960
C (-2.502, 1.796, 0.885)  -0.5886
C (-3.663, -2.858, 2.114)  -1.5021
C (-3.030, -1.511, -2.580)  0.5975
C (5.055, 0.556, 0.640)  -0.4257
C (2.558, 2.410, 4.680)  -1.7738
C (-3.557, -2.736, -2.978)  -0.9587
C (2.223, 1.189, 3.811)  1.4141
C (2.249, -0.068, 4.697)  -1.9058
C (-0.920, 3.699, -2.454)  1.2243
C (5.414, 0.400, 1.965)  -1.4603
C (2.586, -3.574, -0.597)  -1.1807
C (0.195, -2.277, 2.727)  -0.8157
C (4.285, 0.282, -2.100)  -1.9816
C (-0.667, -3.235, 0.228)  -1.6022
C (-1.163, 3.594, 2.449)  -0.7947
C (-0.105, 2.561, -2.511)  0.0301
H (3.929, 0.349, -3.124)  0.3520
H (-0.617, -0.086, -4.598)  0.7319
H (1.898, -3.276, 3.573)  0.6874
H (4.673, 2.951, -1.360)  0.4273
H (-0.668, -1.766, -4.043)  0.3300
H (-4.558, -4.543, -2.419)  0.3933
H (3.392, 2.851, -2.578)  0.3918
H (-0.472, -0.466, -2.874)  -0.4410
H (-4.309, -3.720, 1.945)  0.3288
H (1.205, 1.290, 3.426)  -0.1964
H (3.887, -3.985, 1.073)  0.4781
H (3.197, -3.953, -1.415)  0.6167
H (5.331, 0.588, -2.107)  0.5314
H (-0.790, -2.525, -1.792)  -1.0202
H (3.001, 3.283, -0.900)  0.2686
H (-1.718, -3.513, 0.157)  0.5738
H (-0.144, -3.997, 0.801)  1.0261
H (4.219, -0.761, -1.783)  0.3082
H (4.340, -2.545, 0.161)  0.3107
H (1.919, -4.373, -0.274)  0.5023
H (6.410, 0.067, 2.229)  0.3753
H (3.584, 2.333, 5.049)  0.3571
H (-0.541, -2.906, 3.230)  0.7231
H (-5.775, -0.532, 0.709)  0.4013
H (3.112, -0.058, 5.363)  0.5030
H (-0.015, -4.106, -1.633)  0.8542
H (-3.527, -2.999, -4.030)  0.4109
H (-2.626, -3.174, 2.011)  0.2400
H (2.471, 3.326, 4.108)  0.3802
H (-2.893, -1.061, -4.623)  0.6920
H (4.751, 0.517, 3.980)  0.2489
H (-2.551, 1.368, -2.825)  -0.0066
H (-0.584, 4.324, 2.997)  0.6314
H (0.335, -1.366, 3.312)  0.0501
H (2.394, 0.917, -1.330)  -1.6892
H (-4.312, 2.562, 1.698)  0.6465
H (-3.393, -0.854, 1.479)  -0.2639
H (1.884, 2.461, 5.539)  0.4353
H (5.791, 0.360, -0.129)  0.2845
H (-6.103, -2.228, 1.082)  0.3710
H (-2.728, 1.323, -4.579)  0.5327
H (-4.762, -3.866, -0.066)  0.3055
H (1.406, -3.942, 2.019)  0.5931
H (-5.701, -1.097, 2.386)  0.4554
H (-3.091, 4.182, 3.184)  0.4626
H (-4.070, 0.836, -3.529)  0.4397
H (2.303, -0.974, 4.092)  0.3248
H (-3.817, -2.525, 3.142)  0.4784
H (1.353, -0.111, 5.320)  0.4089